Here is an isolated molecule of C5H4O2 from the OMol25 dataset. Energies are from the ωB97M-V functional and the def2-TZVPD basis.

```
11
Properties=species:S:1:pos:R:3
O -1.9822 0.7666 -1.2899
C -0.9877 0.3646 -0.7475
C 0.4166 0.3287 -1.2402
C 1.2053 -0.1930 -0.2916
C 0.4408 -0.4357 0.9725
C -0.9853 -0.3027 0.6859
O -1.9378 -0.5530 1.3874
H 0.7376 0.8067 -2.1569
H 2.2860 -0.3167 -0.3628
H -0.0337 0.6748 1.3264
H 0.8405 -1.1403 1.7166
```

Results
Frontier orbital gap (Eh): 0.307
Relative energy (zero: lowest compared OMol25 entry of this formula, charge and spin) (kcal per mole): 48.7
LUMO energy (eV): -1.0
2S+1: 1

***

Here is a cluster of 12 separate species, H24O12 in total from the OMol25 dataset. Energies are from the ωB97M-V functional and the def2-TZVPD basis.

```
36
Properties=species:S:1:pos:R:3
O -0.3322 0.3502 -0.7154
H 0.5218 -0.0287 -0.4785
H -0.9692 -0.3219 -0.4480
O -5.0490 -2.4763 -1.6415
H -5.0536 -1.8510 -0.9081
H -4.4696 -2.0677 -2.2945
O 3.3635 -0.0123 -2.4054
H 4.1494 -0.3096 -1.9332
H 2.8350 0.4257 -1.7288
O 4.6378 1.0955 -0.1733
H 3.8382 0.6615 0.1451
H 5.1862 1.1839 0.6143
O 1.0556 -2.3440 2.6651
H 0.3394 -1.9754 3.1945
H 0.6498 -3.0896 2.2084
O 4.0149 -2.8092 -0.2766
H 4.3608 -2.0366 0.1844
H 3.0692 -2.6366 -0.3466
O 1.7298 2.1943 0.8959
H 1.0301 1.5389 0.7964
H 1.6058 2.7855 0.1448
O -2.4703 -2.5432 0.8819
H -3.1905 -1.9319 0.6906
H -2.6612 -2.8593 1.7722
O -0.9650 4.3404 -0.7543
H -1.2009 4.7088 0.1045
H -1.3805 4.9368 -1.3874
O -3.3638 1.5085 -0.3681
H -3.7171 2.1047 -1.0379
H -3.9614 0.7526 -0.3882
O -1.5870 3.2330 1.8899
H -2.3958 3.2710 2.4128
H -1.8400 2.7386 1.1022
O -0.5557 -2.5606 -0.1602
H -0.8723 -3.3884 -0.5389
H 0.2988 -2.4207 -0.5834
```

Results
Frontier orbital gap (Eh): 0.387
Relative energy (zero: lowest compared OMol25 entry of this formula, charge and spin) (kcal per mole): 75.2
LUMO energy (eV): -0.5
2S+1: 1

***

Here is a cluster of 19 separate species, BH40O18 in total from the OMol25 dataset. Energies are from the ωB97M-V functional and the def2-TZVPD basis.

```
59
Properties=species:S:1:pos:R:3
B -0.3410 -0.3234 -0.0748
H -0.9422 -0.0421 0.9453
H -0.4885 -1.5004 -0.4034
H -0.7350 0.4465 -0.9519
H 0.8993 -0.1054 0.1364
O -2.8131 2.5905 2.4303
H -2.1896 2.5369 1.7047
H -3.1225 3.4547 2.4146
O -2.0990 -1.5600 -3.0780
H -1.1590 -1.5869 -2.9836
H -2.2551 -1.6333 -4.0416
O 1.3522 -2.3055 2.1289
H 0.8475 -2.1761 1.3322
H 1.4106 -1.4486 2.6065
O -3.9784 -0.0543 2.0425
H -4.1842 0.8797 2.2156
H -3.6522 -0.0452 1.1065
O -3.6995 -0.3645 -0.6248
H -2.8340 -0.7034 -0.4629
H -3.5892 0.5799 -0.4676
O 3.9623 1.6924 0.2704
H 3.3039 1.5234 -0.4003
H 4.7463 1.1208 0.1847
O -2.4768 -1.8223 3.2205
H -1.6851 -1.5103 3.6902
H -2.8673 -0.9913 2.9031
O -2.5633 1.2324 -3.3203
H -1.9160 1.7529 -2.8453
H -2.2660 0.3355 -3.1867
O 1.1204 0.2221 3.4087
H 1.4402 0.8890 2.7697
H 0.1567 0.3074 3.4160
O 0.7931 -1.0761 -3.0234
H 1.7217 -1.2408 -3.1628
H 0.7439 -1.0370 -2.0797
O 1.8130 -3.2895 -0.8239
H 1.4095 -3.5790 -1.6262
H 2.1941 -2.4753 -1.0561
O 3.5102 -1.1558 -1.1618
H 4.1526 -0.6229 -1.6068
H 3.7072 -0.8818 -0.2743
O 1.6583 2.1276 1.6850
H 2.3424 1.6157 1.2561
H 1.8070 3.0288 1.4735
O -0.6470 2.8700 0.1452
H 0.1633 2.7486 0.6580
H -0.8383 2.0270 -0.2583
O 2.0859 1.9187 -1.7124
H 1.5945 1.3151 -1.1887
H 2.5667 1.4442 -2.3764
O -0.3252 2.7965 -3.1106
H -0.1835 2.2444 -3.8746
H 0.3494 2.4871 -2.4815
O 3.6644 -1.1915 1.5999
H 2.7012 -1.5000 1.5615
H 4.0210 -1.6978 2.3243
O -3.0382 -2.7642 0.7338
H -2.1171 -3.0493 0.6773
H -3.2327 -2.4540 1.6171
```

Results
Frontier orbital gap (Eh): 0.330
Total charge: -1
Relative energy (zero: lowest compared OMol25 entry of this formula, charge and spin) (kcal per mole): 0.0
LUMO energy (eV): 1.8
2S+1: 1

***

Here is a structure of composition C22H84AlN2O37 from the OMol25 dataset. Energies are from the ωB97M-V functional and the def2-TZVPD basis.

```
146
Properties=species:S:1:pos:R:3
Al 1.2909 3.4371 3.1760
N 0.2466 -0.0930 1.2388
O 0.6608 -0.3123 0.1262
O -0.2253 1.0108 1.4100
O 2.7220 4.4264 3.5286
N -1.2454 4.0707 1.3667
O -2.2740 3.5656 1.1383
O -0.0925 3.4129 1.8116
O -1.3288 5.3822 1.5091
O -3.0607 -1.0247 -2.9723
H -2.1621 -0.7863 -3.2907
H -3.6763 -1.1545 -3.7207
O -2.1287 2.2873 6.5245
H -2.2362 1.3520 6.2001
H -2.3003 2.1499 7.4770
O 0.5429 -5.4681 2.1279
H -0.3797 -5.7716 1.9987
H 0.4166 -4.5174 2.4315
O -0.2346 -0.8892 -3.9194
H 0.0243 -0.0262 -4.2537
H 0.4573 -1.5006 -4.2822
O 5.3015 -0.6216 -2.5577
H 5.7085 -1.4049 -2.1932
H 5.6287 -0.4736 -3.4594
O 1.9203 7.3870 -0.9915
H 2.6068 6.7708 -0.7754
H 1.1417 6.8881 -0.7891
O 6.1947 0.7131 2.5239
H 5.6791 0.3303 1.8540
H 7.1414 0.6880 2.3329
O 6.2333 0.9242 -4.8271
H 7.1155 1.1203 -5.1780
H 5.7213 0.7268 -5.6630
O 1.5957 1.7209 3.5055
H 0.6859 1.3509 3.3115
H 2.2666 1.0486 3.3238
C -4.6431 -0.2586 0.2918
C -4.2437 1.0794 -0.2515
O -2.9556 1.1186 -0.7296
O -4.8006 -1.3086 -0.5985
H -5.5533 -0.1326 0.8959
H -3.9073 -0.5320 1.1071
H -4.5425 1.8315 0.4402
H -4.9309 1.2844 -1.0939
H -2.4732 1.7624 -0.2626
H -4.0107 -1.3416 -1.1856
C 3.9168 2.6170 -1.4911
C 3.4144 1.8936 -2.7303
O 2.6003 0.7979 -2.4706
O 5.1265 2.1434 -0.9201
H 3.1065 2.5760 -0.7747
H 4.1944 3.6266 -1.7642
H 4.2771 1.6436 -3.3686
H 2.7581 2.5179 -3.3499
H 3.1828 0.0738 -2.3641
H 5.4150 1.4182 -1.4665
C -0.7589 4.6125 5.4963
C 0.1205 7.0462 4.3327
O -0.7472 7.1005 3.4388
O -0.8593 3.7127 4.2881
H -1.6383 5.2444 5.7484
H -0.4331 4.0242 6.3357
H 1.0339 6.3488 4.4770
H 0.1885 7.3738 5.4023
H -0.8005 6.3788 2.6316
H -1.4872 3.8678 3.5798
C -3.8270 -1.0673 5.9979
C -4.6324 -2.2827 5.3853
O -4.6387 -3.6199 5.9766
O -4.1391 -0.9081 7.3540
H -4.1436 -0.2030 5.3833
H -2.7583 -1.3457 5.8262
H -4.4413 -2.3074 4.2588
H -5.6901 -1.9326 5.4660
H -3.8316 -4.1013 5.8219
H -4.9331 -1.4072 7.5834
C 5.7048 -3.4790 0.5596
C 5.0403 -3.0868 1.8417
O 3.7110 -2.6601 1.7958
O 5.5353 -2.3765 -0.3592
H 5.4917 -4.4345 -0.0172
H 6.7568 -3.3808 0.8825
H 5.5959 -2.3013 2.3460
H 5.0025 -3.8527 2.6226
H 3.6719 -2.0550 1.0595
H 4.6018 -2.4204 -0.6532
C 0.7360 -1.8394 4.2139
C -0.6117 -1.7950 3.5052
O -0.4482 -2.5618 2.3191
O 1.7333 -1.0385 3.4586
H 1.1924 -2.8342 4.3198
H 0.5858 -1.5208 5.2999
H -0.9697 -0.7902 3.3841
H -1.3436 -2.2489 4.2042
H -1.3211 -2.4994 1.8614
H 2.1314 -1.6812 2.8788
C 3.5976 -1.9821 -6.1327
C 3.2071 -2.0391 -4.7010
O 1.8633 -2.6532 -4.6222
O 4.0208 -3.1761 -6.7283
H 4.5127 -1.3830 -6.1891
H 2.7818 -1.5593 -6.6667
H 3.0844 -0.9968 -4.2958
H 3.9181 -2.5920 -4.1669
H 1.8318 -3.3990 -4.0386
H 3.3309 -3.8637 -6.7103
C 1.0048 -5.8477 -2.8314
C 0.5801 -6.0660 -1.3621
O 1.6277 -5.4710 -0.5226
O 1.8156 -4.7206 -2.9578
H 0.1420 -5.5931 -3.4584
H 1.4574 -6.7078 -3.2969
H 0.4736 -7.1137 -1.1951
H -0.3899 -5.6034 -1.0854
H 1.2375 -5.5712 0.3537
H 2.5550 -4.7797 -2.3238
C -5.7907 4.0930 -4.3637
C -4.5398 4.4563 -5.0952
O -4.2320 5.8860 -5.0943
O -5.9196 5.0676 -3.2880
H -5.6350 3.0802 -4.0022
H -6.7261 3.9992 -4.9640
H -4.5492 4.0456 -6.1038
H -3.6168 4.0561 -4.6210
H -5.0411 6.4447 -5.0921
H -6.9031 5.0022 -3.0197
C -0.1141 3.2915 -3.1184
C 0.4109 4.6882 -2.9355
O 1.3167 4.6184 -1.8133
O -0.1172 2.5393 -1.9013
H 0.5342 2.7754 -3.8641
H -1.0929 3.2623 -3.5939
H -0.2357 5.5220 -2.7522
H 1.0555 4.8631 -3.8084
H 1.1443 3.7137 -1.4698
H -0.0583 1.6040 -2.2232
C -4.8134 -4.6171 0.2891
C -3.5001 -5.2219 0.7166
O -2.7249 -4.6568 1.7935
O -5.7380 -4.9442 1.3042
H -5.1602 -4.9952 -0.7058
H -4.6611 -3.5101 0.2388
H -2.8034 -5.1141 -0.1679
H -3.5561 -6.3357 0.8509
H -3.2207 -4.6681 2.6121
H -6.6323 -5.0360 0.8612
```

Results
Frontier orbital gap (Eh): 0.084
Total charge: +1
LUMO energy (eV): -8.0
2S+1: 1

***

Here is an isolated molecule of C5H6O from the OMol25 dataset. Energies are from the ωB97M-V functional and the def2-TZVPD basis.

```
12
Properties=species:S:1:pos:R:3
O -0.1467 -2.2301 0.8166
C -0.4688 -1.1358 0.3892
C -0.3864 -0.6840 -1.0466
C 0.6602 0.1918 -0.3335
C -0.0164 1.3864 0.2158
C -0.1387 0.1415 1.0488
H -0.0455 -1.4454 -1.7437
H -1.2062 -0.0844 -1.4497
H 1.6688 -0.1924 -0.2462
H -0.8541 1.7797 -0.3562
H 0.5815 2.1606 0.6913
H 0.3524 0.1120 2.0144
```

Results
Frontier orbital gap (Eh): 0.376
Relative energy (zero: lowest compared OMol25 entry of this formula, charge and spin) (kcal per mole): 48.3
LUMO energy (eV): 1.0
2S+1: 1

***

Here is a cluster of 4 separate species, C15H29BrNO6 in total from the OMol25 dataset. Energies are from the ωB97M-V functional and the def2-TZVPD basis.

```
52
Properties=species:S:1:pos:R:3
C -0.1155 1.7374 -1.9019
C -1.2253 1.3004 -1.9206
C -2.5150 0.6725 -2.3092
N -3.6364 1.6994 -2.2564
Br -3.5037 2.7772 -0.7031
H 0.8578 2.1691 -2.0688
H -2.4641 0.3123 -3.3482
H -2.7831 -0.1302 -1.6097
H -3.6033 2.2754 -3.1020
H -4.5476 1.2072 -2.2051
O 0.7413 -1.8263 -1.6776
C 1.3511 -1.5411 -0.6777
O 2.6680 -1.7571 -0.6194
C 3.5145 -1.2941 0.4488
C 3.5039 -2.2630 1.6123
C 0.6310 -1.0208 0.5410
H 3.2498 -0.2788 0.7453
H 4.5157 -1.2412 0.0352
H 2.5083 -2.3603 2.0492
H 4.1912 -1.9311 2.3909
H 3.8025 -3.2577 1.2792
H 0.2200 -1.8594 1.1023
H -0.1842 -0.3833 0.2032
H 1.2489 -0.4145 1.1997
O 5.9261 0.1122 1.1717
C 6.5424 0.3966 2.1666
O 7.8635 0.1817 2.2060
C 8.7191 0.6408 3.2605
C 8.7302 -0.3276 4.4249
C 5.8408 0.9082 3.4005
H 8.4547 1.6558 3.5618
H 9.7172 0.6972 2.8282
H 7.7422 -0.4266 4.8764
H 9.4281 0.0059 5.1936
H 9.0267 -1.3213 4.0875
H 5.4429 0.0615 3.9598
H 5.0173 1.5471 3.0856
H 6.4704 1.5084 4.0526
O -5.5811 -1.0264 -2.2735
C -6.6796 -0.6085 -2.5510
O -6.9430 0.6828 -2.3063
C -8.1251 1.3816 -2.7442
C -9.2730 1.1813 -1.7787
C -7.7613 -1.5093 -3.0774
H -8.3833 1.1037 -3.7667
H -7.8545 2.4368 -2.7687
H -9.5640 0.1329 -1.7110
H -10.1414 1.7602 -2.0928
H -8.9841 1.4966 -0.7753
H -8.2369 -2.0192 -2.2399
H -7.3027 -2.2487 -3.7313
H -8.5174 -0.9958 -3.6661
```

Results
Frontier orbital gap (Eh): 0.265
Total charge: +1
LUMO energy (eV): -4.7
2S+1: 1

***

Here is the ion C6H13N with charge -1 from the OMol25 dataset. Energies are from the ωB97M-V functional and the def2-TZVPD basis.

```
20
Properties=species:S:1:pos:R:3
C -0.3792 -1.5861 -1.5482
C -1.0814 -0.9336 -0.2787
C -0.1928 -0.5570 0.9595
C 0.7847 0.5376 0.7688
C 0.7951 1.5834 -0.0673
C 1.6970 2.8028 0.1819
N -2.2149 -1.8269 0.1661
H -0.9869 -1.8991 -2.4075
H 0.3949 -1.0235 -2.0549
H 0.0169 -2.5230 -1.1583
H -1.5715 -0.0133 -0.5798
H 0.4128 -1.4695 1.1224
H -0.7012 -0.2900 1.8610
H 1.2733 0.6807 1.8638
H 0.0472 1.5314 -0.8642
H 1.2255 3.7612 0.0142
H 2.2511 2.8083 1.1482
H 2.4257 2.7390 -0.6774
H -2.2306 -1.5067 1.1429
H -1.9660 -2.8159 0.4076
```

Results
Frontier orbital gap (alpha / beta) (Eh): 0.097 / 0.348
Total charge: -1
Relative energy (zero: lowest compared OMol25 entry of this formula, charge and spin) (kcal per mole): 38.8
⟨S²⟩: 0.750
LUMO energy (alpha / beta) (eV): 4.0 / 3.9
2S+1: 2

***

Here is a structure of composition C25H22F5FeNS3Se from the OMol25 dataset. Energies are from the ωB97M-V functional and the def2-TZVPD basis.

```
58
Properties=species:S:1:pos:R:3
Fe 10.9832 12.5398 10.2124
C 11.9136 16.3704 9.2542
C 11.0842 15.7664 8.1344
S 10.4404 14.0866 8.3390
C 11.4413 13.0966 7.1917
C 12.9023 12.9613 7.5130
S 13.1630 12.2489 9.1946
C 14.3553 13.3764 9.9113
C 13.8667 14.7053 10.4591
S 13.6499 15.9679 9.1695
H 11.4926 16.1039 10.2384
H 11.8314 17.4429 9.1700
H 11.6377 15.8019 7.1825
H 10.1313 16.3100 8.0235
H 11.2706 13.4826 6.1988
H 10.9677 12.0763 7.2564
H 13.4451 13.8928 7.3659
H 13.2766 12.2299 6.8148
H 15.1385 13.5290 9.1809
H 14.8481 12.8537 10.7331
H 14.6323 15.0606 11.1566
H 12.9002 14.6188 10.9854
N 10.0877 11.1326 9.2627
C 8.9734 10.5860 9.5144
C 8.0061 11.2097 10.4919
C 7.6386 12.5464 10.3083
C 6.8197 13.2052 11.2389
C 6.3627 12.4859 12.3441
C 6.7637 11.1559 12.5325
C 7.5513 10.5218 11.6084
C 8.6566 9.3042 8.8664
C 7.3869 8.7490 8.8758
C 7.1058 7.5481 8.1958
C 8.1074 6.9273 7.4726
C 9.3975 7.4333 7.4859
C 9.6479 8.6049 8.2075
H 7.9139 13.0967 9.4256
H 6.5003 14.2196 11.1273
H 5.7139 13.0230 13.0704
H 6.4366 10.6885 13.4363
H 7.8016 9.4429 11.7223
H 6.6201 9.2139 9.5004
H 6.0939 7.1421 8.1513
H 7.9355 6.0500 6.9017
H 10.1698 6.9055 6.9890
H 10.6388 9.0188 8.2742
F 12.6735 12.9606 17.9202
C 12.1771 12.8618 16.6826
C 12.4959 11.7632 15.9315
F 13.3054 10.7883 16.4210
C 12.0081 11.6470 14.6179
F 12.2222 10.4811 13.9810
C 11.2457 12.6600 14.0892
Se 10.2557 12.2930 12.5153
C 10.8771 13.7354 14.9138
F 10.0581 14.6888 14.4613
C 11.3507 13.8483 16.1911
F 11.0034 14.9134 16.9443
```

Results
Frontier orbital gap (alpha / beta) (Eh): 0.283 / 0.286
Relative energy (zero: lowest compared OMol25 entry of this formula, charge and spin) (kcal per mole): 15.8
⟨S²⟩: 6.021
LUMO energy (alpha / beta) (eV): 0.1 / -0.1
2S+1: 5

***

Here is a cluster of 3 separate species, C16H30ClN6O3 in total from the OMol25 dataset. Energies are from the ωB97M-V functional and the def2-TZVPD basis.

```
56
Properties=species:S:1:pos:R:3
C -1.5837 1.7602 1.0610
C -0.8981 0.7562 1.2326
N -0.3206 -0.4913 1.5780
C 0.1092 -1.0992 2.7694
N 0.0924 -0.5482 3.9752
C -0.3300 0.8197 4.3581
C -0.2003 1.1190 5.9350
C -1.6662 1.2340 6.5884
O 0.3750 2.4517 6.0783
N 0.5956 -2.4335 2.5809
C 0.4285 -2.5548 1.1631
N -0.1022 -1.4046 0.5684
C -0.3737 -1.2326 -0.9062
Cl -0.6254 -2.9124 -1.5691
C 0.8080 -0.4180 -1.5862
C 0.8835 -0.5362 -3.1726
H -2.3408 2.5935 0.9600
H 0.4176 -1.1539 4.7459
H 0.3521 1.5603 3.8318
H -1.4135 1.0273 4.0896
H 0.4622 0.3713 6.4754
H -2.2642 0.3012 6.3233
H -1.6184 1.3221 7.7158
H -2.1233 2.1887 6.1832
H 1.2416 2.3881 6.5305
H 0.7343 -3.5445 0.7300
H -1.3585 -0.6768 -1.0739
H 0.6355 0.6900 -1.3528
H 1.7799 -0.7138 -1.0790
H 1.9295 -0.7823 -3.5569
H 0.6295 0.4850 -3.6228
H 0.1532 -1.2666 -3.6323
C 2.3645 2.2584 -0.2612
O 1.6533 2.8817 -1.0271
N 3.6069 2.6274 0.1365
C 4.3918 1.8263 1.0547
C 4.1688 3.8654 -0.3747
H 2.0340 1.3050 0.1861
H 4.6186 2.4208 1.9429
H 5.3233 1.5323 0.5657
H 3.8471 0.9298 1.3544
H 3.5187 4.6969 -0.0946
H 4.2194 3.8133 -1.4642
H 5.1668 4.0275 0.0314
C -4.0051 -1.2784 -5.6395
O -4.3239 -0.5657 -4.7065
N -3.3631 -2.4721 -5.5299
C -3.0126 -3.2698 -6.6886
C -3.0193 -2.9596 -4.2093
H -4.2212 -0.9976 -6.6833
H -3.5017 -4.2440 -6.6128
H -1.9287 -3.4073 -6.7133
H -3.3315 -2.7810 -7.6094
H -3.9321 -3.0662 -3.6185
H -2.3679 -2.2331 -3.7190
H -2.5113 -3.9218 -4.2764
```

Results
Frontier orbital gap (Eh): 0.285
Total charge: +1
LUMO energy (eV): -3.3
2S+1: 1

***

Here is an isolated molecule of C7H13N from the OMol25 dataset. Energies are from the ωB97M-V functional and the def2-TZVPD basis.

```
21
Properties=species:S:1:pos:R:3
C 2.9006 -2.2216 -2.6381
C 1.9575 -1.3830 -2.3072
C 1.1020 -1.6368 -1.0089
N 0.5729 -0.3387 -0.5573
C -0.5927 -0.2514 0.2818
C -0.8239 0.9280 0.8710
C -2.1151 1.2324 1.5503
C -1.9115 2.4191 2.5190
H 3.2123 -3.0615 -2.0518
H 3.3970 -2.2147 -3.5859
H 1.6413 -0.5461 -2.8467
H 1.8836 -2.1212 -0.3329
H 0.2219 -2.2903 -1.2464
H 0.8289 0.5122 -1.1604
H -1.1455 -1.1498 0.5336
H -0.1330 1.8067 0.7047
H -2.9208 1.5953 0.7872
H -2.5665 0.3238 2.0790
H -2.7514 3.0966 2.6457
H -1.1630 3.1460 2.1980
H -1.5947 2.1551 3.5652
```

Results
Frontier orbital gap (Eh): 0.323
Relative energy (zero: lowest compared OMol25 entry of this formula, charge and spin) (kcal per mole): 57.6
LUMO energy (eV): 1.2
2S+1: 1

***

no.,maximum force (hartree/bohr),E (eV)
1,0.06529,-9342.0685
2,0.03863,-24958.4313
3,0.05091,-38182.9974
4,0.10827,-109482.1065
5,0.01625,-7327.1920
6,0.03165,-99833.5868
7,0.07895,-7919.6700
8,0.03340,-173597.3057
9,0.12039,-44673.0628
10,0.06636,-8957.4329